C4H8O2S2 | ωB97M-V/def2-TZVPD

Values from the calculation:
- lowest unoccupied orbital energy (eV) = 0.6
- charge = 0
- max |F| (eV/A) = 1.5
- molecular weight (Da) = 152.24
- E_HOMO (eV) = -8.788

Last column: Löwdin charge in e.
Positions of all 16 atoms, in Å:
C1 0.7977 -0.1791 1.2045  -0.37
C2 1.0011 -1.2362 0.1574  -0.32
C3 -1.0173 1.5760 0.0534  -0.49
C4 -0.2775 1.5865 -1.2360  -0.15
O1 -0.6153 -3.3167 -0.1986  -0.48
O2 -1.5266 -1.1830 0.6970  -0.67
S1 -0.9392 0.4867 1.2576  1.06
S2 -0.6924 -1.8970 -0.4565  0.81
H1 0.9349 -0.5794 2.2075  0.09
H2 1.4316 0.6960 1.0811  0.09
H3 1.5266 -0.8644 -0.7219  0.07
H4 1.5122 -2.1182 0.5366  0.09
H5 -1.8545 2.2448 0.1546  0.05
H6 0.6826 1.0857 -1.1593  0.05
H7 -0.1063 2.6125 -1.5593  0.08
H8 -0.8575 1.0856 -2.0181  0.08

=====

C10H22OSi | ωB97M-V/def2-TZVPD

Values from the calculation:
- lowest unoccupied orbital energy (eV) = 0.8
- charge = 0
- max |F| (eV/A) = 3.8
- molecular weight (Da) = 186.37
- E_HOMO (eV) = -9.369
- structure (SMILES) = CC(C)(C)/C(=C/CO)[Si](C)(C)C

Last column: Löwdin charge in e.
Positions of all 34 atoms, in Å:
C1 -1.7803 -0.0722 -0.8336  -0.09
C2 -0.6312 0.0938 -0.1763  -0.16
C3 -1.0883 2.8191 0.1043  -0.08
C4 -0.2117 1.5383 2.0865  -0.05
C5 1.1340 2.0705 0.0401  -0.13
C6 0.3049 -2.8889 0.2243  -0.21
C7 2.0441 -0.9639 1.4217  -0.21
C8 1.8921 -0.8423 -1.8070  -0.16
C9 -2.2996 -1.3136 -1.6045  -0.18
C10 -0.2039 1.6592 0.5409  -0.55
O1 -3.7795 -1.4565 -1.3697  -0.07
Si1 0.8125 -1.0511 -0.0497  0.62
H1 -2.6319 0.6007 -0.7499  0.10
H2 -0.6462 3.6950 0.6969  0.11
H3 -0.7045 3.1415 -0.8268  0.06
H4 -2.1088 2.5853 0.3899  0.08
H5 -1.2178 1.1701 2.4577  0.10
H6 0.0624 2.5084 2.5686  0.10
H7 0.3787 0.6643 2.3134  0.03
H8 1.9123 1.3689 0.3838  0.05
H9 1.5196 3.0278 0.3232  0.08
H10 1.1831 2.1638 -1.0856  0.11
H11 -0.0456 -3.2835 -0.7350  0.00
H12 1.2200 -3.5548 0.5735  0.08
H13 -0.5841 -3.0198 0.8496  0.02
H14 1.5389 -1.1612 2.3337  0.00
H15 3.0787 -1.4631 1.5678  0.08
H16 2.2845 0.0757 1.5221  -0.02
H17 2.8675 -0.2854 -1.8129  0.03
H18 2.2478 -1.8048 -2.1500  -0.01
H19 1.0922 -0.4026 -2.4518  0.01
H20 -1.8265 -2.2512 -1.3041  0.09
H21 -1.9150 -1.1131 -2.5790  0.10
H22 -3.8983 -2.2542 -0.8619  0.06

=====

C43H60BN3OP3Rh | ωB97M-V/def2-TZVPD

Values from the calculation:
- lowest unoccupied orbital energy (alpha / beta) (eV) = -7.0 / -7.0
- charge = +2
- max |F| (eV/A) = 1.2
- molecular weight (Da) = 841.61
- E_HOMO (alpha / beta) (eV) = -12.511 / -12.511

Last column: Löwdin charge in e.
Positions of all 112 atoms, in Å:
Rh1 -0.1566 0.4439 -0.6460  0.65
C1 1.3742 0.7486 -3.9044  -0.08
C2 2.4409 1.3484 -2.9613  -0.63
C3 3.8257 0.7900 -3.3082  -0.06
C4 2.4066 2.8657 -3.2215  -0.09
P1 2.0683 1.0039 -1.1394  1.14
C5 3.1013 -0.4194 -0.5308  -0.24
N1 2.3268 -0.8977 0.5804  -0.02
B1 0.9252 -0.6231 0.7391  -0.63
N2 0.5927 -0.9736 2.0765  0.01
C6 -0.6462 -0.7161 2.8029  -0.25
P2 -1.1568 1.0739 2.6093  1.17
C7 -2.9934 0.9916 2.2306  -0.69
C8 -3.0483 0.0698 1.0166  -0.12
C9 -3.9117 0.4543 3.3297  -0.07
C10 -3.4576 2.3904 1.8044  -0.09
C11 -0.8789 1.7683 4.3275  -0.70
C12 -1.5098 3.1605 4.4190  -0.09
C13 0.6440 1.9133 4.4595  -0.09
C14 -1.3833 0.9088 5.4891  -0.07
C15 1.7595 -1.4728 2.6907  -0.16
C16 1.9602 -1.9394 3.9809  -0.01
C17 3.2459 -2.3198 4.3420  -0.07
C18 4.3049 -2.2471 3.4392  -0.07
C19 4.1050 -1.7954 2.1418  0.00
C20 2.8235 -1.4128 1.7819  -0.17
C21 2.6789 2.4283 -0.0636  -0.63
C22 2.5929 2.0487 1.4160  -0.08
C23 4.1493 2.7231 -0.3852  -0.06
C24 1.8172 3.6841 -0.2631  -0.07
H1 1.3611 1.3353 -4.8234  0.10
H2 0.3707 0.7894 -3.4802  0.03
H3 1.5868 -0.2748 -4.1891  0.07
H4 4.0527 1.0607 -4.3416  0.11
H5 3.8654 -0.2966 -3.2450  0.07
H6 4.6156 1.2034 -2.6802  0.08
H7 2.5712 3.0198 -4.2884  0.10
H8 3.1779 3.4215 -2.6929  0.06
H9 1.4345 3.2983 -2.9761  0.08
H10 4.1030 -0.1036 -0.2379  0.10
H11 3.2338 -1.1729 -1.2988  0.07
H12 -0.4742 -0.9509 3.8492  0.07
H13 -1.4477 -1.3696 2.4603  0.07
H14 -3.0753 -0.9842 1.2835  0.06
H15 -2.1140 0.2484 0.4543  0.00
H16 -3.8971 0.2823 0.3629  0.11
H17 -3.5635 -0.5013 3.7283  0.09
H18 -4.9173 0.2983 2.9300  0.10
H19 -4.0021 1.1599 4.1551  0.07
H20 -2.8342 2.7919 1.0043  0.06
H21 -3.4436 3.1013 2.6267  0.06
H22 -4.4882 2.3276 1.4445  0.10
H23 -1.2570 3.7850 3.5588  0.08
H24 -1.1344 3.6624 5.3137  0.10
H25 -2.5946 3.1094 4.5087  0.07
H26 1.0376 2.6192 3.7326  0.06
H27 1.1690 0.9611 4.3370  0.07
H28 0.8815 2.2911 5.4568  0.10
H29 -2.4580 0.7417 5.4571  0.06
H30 -1.1619 1.4303 6.4236  0.10
H31 -0.8838 -0.0581 5.5515  0.07
H32 1.1483 -2.0127 4.6924  0.11
H33 3.4279 -2.6806 5.3450  0.11
H34 5.2933 -2.5540 3.7512  0.11
H35 4.9257 -1.7567 1.4363  0.11
H36 3.3032 1.2749 1.7015  0.09
H37 1.5953 1.7414 1.7161  0.03
H38 2.8467 2.9478 1.9811  0.10
H39 4.8029 1.8766 -0.1831  0.08
H40 4.4610 3.5316 0.2802  0.11
H41 4.3234 3.0612 -1.4046  0.06
H42 0.7593 3.4726 -0.1100  0.06
H43 1.9482 4.1520 -1.2373  0.06
H44 2.1187 4.4130 0.4912  0.10
O1 -1.3307 3.0438 -1.0333  -0.05
N3 -1.5355 1.8121 -1.6306  -0.11
C25 -2.1902 1.7913 -2.7167  -0.06
C26 -2.4865 0.5864 -3.5096  -0.19
C27 -3.3434 0.8408 -4.5767  -0.01
C28 -3.7266 -0.1610 -5.4566  -0.03
C29 -3.2237 -1.4322 -5.2776  -0.02
C30 -2.3603 -1.6947 -4.2186  -0.06
C31 -1.9859 -0.7145 -3.3041  -0.27
P3 -0.9055 -1.2818 -1.9311  1.06
C32 0.1560 -2.5948 -2.5775  -0.32
C33 -0.3843 -3.8680 -2.8060  -0.09
C34 0.4260 -4.8970 -3.2508  -0.04
C35 1.7842 -4.6807 -3.4524  -0.04
C36 2.3320 -3.4366 -3.1886  -0.04
C37 1.5123 -2.4070 -2.7492  -0.11
C38 -1.9915 -2.2126 -0.8298  -0.37
C39 -3.3574 -2.3285 -1.0784  -0.08
C40 -4.1388 -3.1507 -0.2760  -0.05
C41 -3.5594 -3.8532 0.7687  -0.04
C42 -2.1944 -3.7416 1.0174  -0.05
C43 -1.4085 -2.9278 0.2213  -0.10
H45 -1.6223 3.7421 -1.6439  0.12
H46 -2.5802 2.7270 -3.1208  0.14
H47 -3.7170 1.8465 -4.7229  0.12
H48 -4.3986 0.0607 -6.2740  0.13
H49 -3.4899 -2.2298 -5.9578  0.13
H50 -1.9707 -2.6944 -4.1220  0.09
H51 -1.4239 -4.0780 -2.5897  0.11
H52 0.0007 -5.8769 -3.4201  0.12
H53 2.4139 -5.4887 -3.7998  0.12
H54 3.3930 -3.2682 -3.3246  0.12
H55 1.9166 -1.4417 -2.5350  0.03
H56 -3.8235 -1.7762 -1.8831  0.11
H57 -5.1986 -3.2422 -0.4721  0.12
H58 -4.1689 -4.4992 1.3868  0.12
H59 -1.7420 -4.2994 1.8270  0.12
H60 -0.3448 -2.8649 0.4095  0.11